The following is a DFT calculation (ωB97M-V/def2-TZVPD) of a molecular structure, C29H39ClCrN5O3S2Se.

The calculation puts the molar mass at 736.21 g mol⁻¹. The total charge is -1. Its LUMO energy (alpha / beta) is 0.0816 / 0.0738 Ha. The frontier orbital gap (alpha / beta) is 3.8 / 5.3 eV. As for the multiplicity: 5. As for the expectation value of S²: 6.061. The calculation puts the energy above the lowest of the compared OMol25 structures with the same formula, charge and spin at 60.4 kJ/mol.

Element x y z (Å)
Cr (0.38260, 0.78130, -0.01500)
S (-0.41750, 5.15840, -0.08260)
C (1.25630, 5.01810, 0.32750)
C (1.65380, 3.72040, 0.46980)
C (0.63890, 2.76380, 0.25680)
C (-0.54950, 3.40390, -0.04510)
C (-1.73800, 2.65720, -0.21600)
C (-3.01350, 3.17580, -0.45000)
C (-4.08970, 2.32370, -0.52930)
C (-3.87000, 0.94540, -0.37150)
C (-2.58850, 0.49750, -0.15500)
N (-1.53360, 1.30580, -0.07370)
H (1.83680, 5.91640, 0.42340)
H (2.66930, 3.47930, 0.74610)
H (-3.12370, 4.24350, -0.55800)
H (-5.08860, 2.69650, -0.69370)
H (-4.68350, 0.23940, -0.40460)
H (-2.38170, -0.55660, -0.01690)
C (4.71190, -1.13770, -1.40610)
C (4.55080, 0.38920, -1.46550)
C (4.95770, 0.90010, -2.85100)
C (5.44300, 1.04820, -0.40750)
N (3.17210, 0.86070, -1.27250)
N (2.54870, 0.51480, -0.03670)
H (5.76030, -1.40830, -1.51430)
H (4.14850, -1.61430, -2.20520)
H (4.34990, -1.54860, -0.46650)
H (5.98800, 0.63630, -3.07540)
H (4.84840, 1.98070, -2.89180)
H (4.31630, 0.46720, -3.61480)
H (6.48980, 0.85600, -0.63320)
H (5.23350, 0.65520, 0.58500)
H (5.27680, 2.12250, -0.40860)
H (2.57700, 0.50960, -2.02250)
H (3.00060, 1.05260, 0.70200)
H (2.62760, -0.50890, 0.16500)
Cl (-1.09850, 1.67670, 5.33550)
C (-0.49390, 0.57080, 4.14400)
C (-0.28700, -0.76420, 4.48950)
C (0.20270, -1.58550, 3.46960)
C (0.47250, -1.05360, 2.23640)
N (0.27810, 0.24410, 1.90230)
C (-0.22340, 1.03930, 2.88180)
H (-0.49480, -1.13240, 5.47830)
H (0.35790, -2.64050, 3.63250)
H (0.86900, -1.69880, 1.46960)
H (-0.38460, 2.07810, 2.62560)
O (2.05890, -2.11340, -0.12620)
N (1.12770, -2.06650, -0.99230)
O (0.26800, -1.08860, -0.81250)
C (-7.70870, -4.41700, 0.15570)
C (-6.25570, -4.04380, 0.21630)
C (-5.46980, -4.00470, -0.92560)
C (-4.11910, -3.70330, -0.87080)
C (-3.29640, -3.63750, -2.12080)
C (-3.53040, -3.44680, 0.37170)
Se (-1.66660, -3.10360, 0.48480)
C (-4.31330, -3.45220, 1.53130)
C (-3.68560, -3.13740, 2.85220)
C (-5.66080, -3.74880, 1.43550)
H (-8.06550, -4.42440, -0.87180)
H (-8.31350, -3.71900, 0.73420)
H (-7.85840, -5.41340, 0.57440)
H (-5.92400, -4.21730, -1.88570)
H (-3.87910, -3.92280, -2.99560)
H (-2.43340, -4.29580, -2.02890)
H (-2.90920, -2.62620, -2.25890)
H (-3.19970, -2.16090, 2.80900)
H (-2.90970, -3.87010, 3.07770)
H (-4.42290, -3.13630, 3.65250)
H (-6.26010, -3.75500, 2.33710)
C (0.28240, -1.16310, -3.71080)
S (-0.74820, -0.14930, -2.58200)
C (-1.71990, 0.61060, -3.97670)
O (0.14370, 1.00250, -2.22790)
H (0.94450, -0.49900, -4.25290)
H (-0.36620, -1.71170, -4.38240)
H (0.84700, -1.84560, -3.08010)
H (-2.25280, -0.17880, -4.49760)
H (-1.07430, 1.16060, -4.65130)
H (-2.43250, 1.28360, -3.51140)



The following is a DFT calculation (ωB97M-V/def2-TZVPD) of a molecular structure, C29H39F6N3O2OsP2Si.

The calculation puts the molar mass at 855.90 g mol⁻¹. The total charge is +1. Its LUMO energy (alpha / beta) is -0.2001 / -0.2122 Ha. The frontier orbital gap (alpha / beta) is 5.8 / 5.9 eV. As for the multiplicity: 2. As for the expectation value of S²: 0.762. The calculation puts the energy above the lowest of the compared OMol25 structures with the same formula, charge and spin at 0.0 kJ/mol.

Element x y z (Å)
Os (0.12938, -0.84445, 0.11623)
O (-3.76652, 0.23776, 0.46461)
C (-2.66507, 0.06388, 0.03715)
O (-1.66342, -0.35109, 0.83234)
C (-2.22998, 0.37233, -1.40372)
P (-0.47160, 0.84477, -1.36762)
C (-0.44615, 2.52063, -0.68744)
C (-1.62789, 3.07594, -0.17754)
C (-1.60293, 4.31979, 0.43137)
C (-0.40993, 5.02417, 0.53769)
C (0.75856, 4.48558, 0.02170)
C (0.74331, 3.24201, -0.59162)
C (0.25202, 0.79192, -2.99764)
C (0.59675, -0.44990, -3.53181)
C (1.12054, -0.52776, -4.80756)
C (1.30619, 0.63229, -5.54957)
C (0.96127, 1.86692, -5.02181)
C (0.43495, 1.95260, -3.74263)
H (-2.85141, 1.13550, -1.87224)
H (-2.31719, -0.54609, -1.98975)
H (-2.57805, 2.56734, -0.24899)
H (-2.52225, 4.73968, 0.81509)
H (-0.39666, 5.99593, 1.01206)
H (1.68982, 5.03091, 0.08831)
H (1.66279, 2.83865, -0.98517)
H (0.46958, -1.35706, -2.94845)
H (1.39877, -1.48747, -5.22046)
H (1.72625, 0.57154, -6.54417)
H (1.11033, 2.76709, -5.60116)
H (0.17428, 2.91919, -3.33187)
C (1.40446, -3.89084, 1.71464)
Si (2.07835, -2.38416, 0.82503)
C (3.08863, -1.46965, 2.11370)
C (2.82065, -2.89977, -0.80973)
H (2.27662, -4.42316, 2.10648)
H (0.86242, -4.57691, 1.06805)
H (0.77583, -3.64246, 2.57065)
H (4.00848, -2.03641, 2.27978)
H (2.54783, -1.48872, 3.06461)
H (3.40339, -0.45741, 1.86313)
H (3.89357, -3.03879, -0.67049)
H (2.71091, -2.18538, -1.62002)
H (2.37608, -3.85368, -1.09965)
F (2.12594, 0.12545, -0.67577)
P (3.84448, 0.67178, -0.87549)
F (5.31741, 1.18893, -1.00732)
F (3.90375, -0.31160, -2.12555)
F (3.26111, 1.82329, -1.81921)
F (4.25121, -0.52389, 0.10488)
F (3.51125, 1.58344, 0.41861)
C (-0.81192, -2.67476, -0.24601)
C (-2.19032, -2.83685, -0.77330)
C (-3.29872, -2.86664, 0.07257)
C (-4.57185, -3.03125, -0.44218)
C (-4.74794, -3.18542, -1.81526)
C (-3.64661, -3.18785, -2.67252)
C (-2.38020, -3.01805, -2.14781)
C (-6.06829, -3.35002, -2.35268)
N (-7.12574, -3.47027, -2.78327)
H (-0.09701, -3.17302, -0.91766)
H (-0.72502, -3.12660, 0.74967)
H (-3.16924, -2.73159, 1.13833)
H (-5.43258, -3.03077, 0.21151)
H (-3.79158, -3.32755, -3.73455)
H (-1.52479, -3.03265, -2.81395)
C (-1.10659, 2.51379, 4.21611)
C (-0.05648, 1.49491, 3.79852)
C (1.33918, 1.93016, 4.25463)
C (-0.40390, 0.10956, 4.33936)
N (-0.13915, 1.45407, 2.33426)
N (0.75022, 0.64472, 1.63107)
H (-1.17752, 2.54329, 5.30238)
H (-2.08391, 2.24706, 3.81435)
H (-0.83811, 3.51268, 3.86829)
H (1.34826, 2.07149, 5.33561)
H (1.62500, 2.87096, 3.78407)
H (2.10096, 1.18160, 4.02420)
H (-0.35640, 0.11444, 5.42848)
H (0.30225, -0.65395, 4.00088)
H (-1.40558, -0.18230, 4.02798)
H (-0.47541, 2.25169, 1.82261)
H (1.28802, 0.10665, 2.30363)
H (1.42291, 1.18983, 1.07903)



The following is a DFT calculation (ωB97M-V/def2-TZVPD) of 2 unconnected molecules or ions with the total composition C29H39FO4.

The calculation puts the molar mass at 470.62 g mol⁻¹. Its LUMO energy is -0.1027 Ha. The frontier orbital gap is 3.0 eV.

Element x y z (Å)
C (-1.29656, -4.45956, -4.35203)
C (-1.96775, -3.69396, -3.24521)
O (-1.05133, -3.62381, -2.12729)
C (-1.65604, -3.06269, -1.05070)
C (-0.95575, -3.29960, 0.20195)
F (0.23266, -3.89233, 0.11087)
C (-1.76036, -3.69100, 1.36689)
O (-2.93481, -3.38883, 1.52461)
O (-1.07462, -4.49626, 2.20642)
C (-1.95534, -5.07169, 3.19474)
C (-1.22233, -6.21104, 3.86318)
O (-2.70041, -2.42658, -1.13083)
H (-1.91581, -4.39831, -5.25061)
H (-0.29912, -4.08910, -4.60602)
H (-1.20844, -5.51623, -4.09160)
H (-2.23817, -2.67798, -3.57004)
H (-2.88802, -4.20187, -2.90375)
H (-2.25042, -4.28393, 3.90818)
H (-2.86739, -5.43124, 2.69345)
H (-1.76421, -6.48507, 4.76851)
H (-1.20141, -7.09316, 3.21508)
H (-0.18892, -5.96590, 4.13328)
C (2.52805, 2.89800, 5.15576)
C (1.67373, 3.10758, 3.94886)
C (0.60482, 2.26719, 3.66100)
C (-0.15389, 2.41640, 2.50125)
C (-1.29639, 1.45945, 2.27867)
C (0.18284, 3.44425, 1.59230)
C (-0.51960, 3.63164, 0.25564)
C (-1.77704, 4.49699, 0.40376)
C (-0.78036, 2.31614, -0.53522)
C (0.33576, 1.32483, -0.49771)
C (0.79790, 0.63448, -1.64324)
C (2.19232, 0.64568, -1.99571)
C (3.12922, 1.63906, -1.37380)
C (2.65013, -0.23521, -2.96341)
C (1.77075, -1.06812, -3.67116)
C (2.29327, -2.08036, -4.63074)
C (0.39248, -0.91333, -3.48347)
C (-0.11011, -0.09529, -2.48285)
C (-1.57698, -0.01101, -2.24836)
C (1.16785, 4.38916, 1.94428)
C (1.44726, 5.60650, 1.09129)
C (1.92381, 4.17360, 3.08648)
H (3.30214, 3.66730, 5.20946)
H (1.93332, 2.94459, 6.07627)
H (3.01758, 1.91699, 5.11929)
H (0.35648, 1.45223, 4.34188)
H (-2.23344, 1.95369, 1.98310)
H (-1.06530, 0.69467, 1.52001)
H (-1.49458, 0.92087, 3.21427)
H (0.16053, 4.21284, -0.38778)
H (-1.55529, 5.41580, 0.96004)
H (-2.14449, 4.79735, -0.58236)
H (-2.57838, 3.97107, 0.93389)
H (-1.72425, 1.86139, -0.18556)
H (-0.94180, 2.60553, -1.59264)
H (1.00151, 1.37680, 0.36246)
H (4.14382, 1.51091, -1.77328)
H (2.82545, 2.67767, -1.58773)
H (3.17069, 1.54332, -0.28063)
H (3.71343, -0.27244, -3.19521)
H (1.48283, -2.68166, -5.05121)
H (2.83437, -1.60086, -5.45387)
H (2.99347, -2.76775, -4.14286)
H (-0.30116, -1.43939, -4.13990)
H (-2.13995, -0.62859, -2.95660)
H (-1.82770, -0.37493, -1.24273)
H (-1.95955, 1.01293, -2.33384)
H (2.21931, 6.22709, 1.56682)
H (1.81962, 5.32576, 0.09348)
H (0.54604, 6.22504, 0.96154)
H (2.73405, 4.86431, 3.31101)



For reference, largest force on an atom by record: 4.1 1.5 2.1 eV Å⁻¹.
For reference, DFT total energy by record: -172257.62502 -84496.90031 -41609.70967 eV.